{
  "formula": "C55H115F3MgN7O47PS6Sr",
  "method": "ωB97M-V/def2-TZVPD",
  "e_homo_ev": -8.35,
  "charge": 0,
  "spin_multiplicity": 1,
  "lumo_ev": -0.3,
  "species": ["Sr", "S", "S", "S", "S", "S", "S", "P", "Mg", "F", "F", "F", "O", "O", "O", "O", "O", "O", "O", "O", "O", "O", "O", "O", "O", "O", "O", "O", "O", "O", "O", "O", "O", "O", "O", "O", "O", "O", "O", "O", "O", "O", "O", "O", "O", "O", "O", "O", "O", "O", "O", "O", "O", "O", "O", "O", "O", "O", "O", "N", "N", "N", "N", "N", "N", "N", "C", "C", "C", "C", "C", "C", "C", "C", "C", "C", "C", "C", "C", "C", "C", "C", "C", "C", "C", "C", "C", "C", "C", "C", "C", "C", "C", "C", "C", "C", "C", "C", "C", "C", "C", "C", "C", "C", "C", "C", "C", "C", "C", "C", "C", "C", "C", "C", "C", "C", "C", "C", "C", "C", "C", "H", "H", "H", "H", "H", "H", "H", "H", "H", "H", "H", "H", "H", "H", "H", "H", "H", "H", "H", "H", "H", "H", "H", "H", "H", "H", "H", "H", "H", "H", "H", "H", "H", "H", "H", "H", "H", "H", "H", "H", "H", "H", "H", "H", "H", "H", "H", "H", "H", "H", "H", "H", "H", "H", "H", "H", "H", "H", "H", "H", "H", "H", "H", "H", "H", "H", "H", "H", "H", "H", "H", "H", "H", "H", "H", "H", "H", "H", "H", "H", "H", "H", "H", "H", "H", "H", "H", "H", "H", "H", "H", "H", "H", "H", "H", "H", "H", "H", "H", "H", "H", "H", "H", "H", "H", "H", "H", "H", "H", "H", "H", "H", "H", "H", "H"],
  "positions_angstrom": [[1.0182, 1.4719, 2.6760], [2.7759, 3.6976, -8.1107], [-4.6395, -0.5209, -4.2322], [3.7866, -0.7031, 0.7221], [4.5975, -0.2273, -4.2916], [-2.7797, 2.0087, 4.0138], [1.4046, -4.1971, 3.7828], [2.6081, -0.3282, 4.6669], [0.9369, -1.7916, 5.7264], [-0.4632, 3.2203, -1.6935], [1.3067, 2.0366, -1.0912], [-0.3270, 1.1111, -2.1980], [3.8781, 4.7706, 3.3068], [3.8013, -0.9851, 4.0842], [1.0696, 5.2896, -3.5606], [-0.5265, 2.5291, 1.0531], [5.2740, 5.5565, -4.4730], [3.4419, -7.1473, 0.0334], [-2.2233, -0.1624, 6.5602], [-5.2661, -1.7196, -4.7500], [7.7212, -4.4229, -1.4760], [2.5957, -0.2224, 1.4291], [-0.8934, -1.9664, 6.3042], [-5.6529, -2.9861, 2.7202], [-2.6746, 7.0128, 1.6142], [-3.1416, -2.1262, 6.3226], [6.7089, -2.5772, -1.1421], [-2.3776, 3.5299, -3.2959], [-3.6161, 2.4785, 5.0671], [2.3614, 3.7603, -9.4816], [2.3594, -5.4991, -0.8920], [-3.1283, -4.7544, -0.4898], [-1.3584, 1.9768, 4.2378], [2.5104, 1.2104, 4.4902], [-2.7017, -6.6487, 0.6741], [-6.5807, -4.8561, 3.4889], [3.5675, 2.6219, -7.5674], [-2.0839, -3.0407, -3.5694], [1.9868, 6.6552, -2.2005], [-7.8189, -2.9802, 3.2563], [-0.3756, 0.4054, 0.6745], [1.0284, 3.8809, 4.1465], [1.1946, -0.7688, 3.9404], [-3.4282, -0.1483, -4.9030], [2.2946, -0.6977, 6.1618], [1.2365, -3.6904, 5.1636], [2.7540, 3.3291, 1.9568], [0.1204, -4.4712, 3.1938], [5.6805, -0.9476, -4.9357], [-1.3813, 7.2546, -0.1282], [-0.5879, 5.0596, 3.3813], [-0.4150, -4.1691, -4.3787], [-1.5058, 4.6830, -4.8791], [3.9770, 3.8730, -4.5698], [-4.1373, -6.7199, -0.9837], [2.3711, 5.5172, 1.9159], [4.9812, 0.7637, -3.2903], [3.5759, -1.8275, -0.1740], [1.6553, -7.4807, -1.2818], [4.7322, 4.5758, -3.9998], [0.2971, 4.8244, 4.1787], [-2.2102, 6.6418, 0.5477], [6.7114, -3.7837, -1.3138], [-1.3636, -3.4338, -4.4848], [1.1491, 6.3654, -3.0025], [-1.7487, 3.6501, -4.3252], [5.2460, -0.9100, 1.7296], [-4.0039, -4.0641, -1.4577], [-3.2212, 0.3828, 3.4593], [-1.7474, -3.0519, -5.8626], [-1.2520, -1.7707, 0.8644], [4.4195, 0.6701, -0.2205], [-3.1842, 2.8417, 2.5981], [2.5858, -5.5327, 3.8870], [5.1902, 4.1712, -2.6268], [-4.2184, -0.4860, -2.5428], [-2.0076, -1.4192, 6.3797], [1.2867, 5.5387, -6.8754], [-0.6700, -0.7645, -0.0833], [-4.4312, -3.6687, 2.6387], [0.5637, 5.8734, 5.2214], [3.5176, -1.4867, -3.6612], [2.7877, 5.9732, -6.7131], [3.9009, -4.9043, 3.3636], [5.5482, 1.2746, 0.5899], [-1.5427, -6.1079, 1.3140], [1.7926, -8.9668, -1.1093], [-0.8348, 1.6875, 0.1317], [2.5562, -6.7733, -0.6857], [2.0719, -0.9744, -3.9955], [1.2488, 5.3364, 0.9879], [-1.5004, 2.0440, 7.3421], [-4.3946, 2.1040, 2.0589], [4.3652, 3.6952, 5.5262], [-0.0423, 2.0061, -1.2017], [1.3527, 4.0419, -7.1097], [5.3850, -4.4506, -1.3042], [1.1557, -5.0957, -1.6671], [2.1689, 0.4263, -4.6654], [-2.6492, 5.3123, 0.0233], [-4.0277, 0.6034, 2.2558], [-8.9263, -3.7028, 3.8548], [-2.8749, -3.5019, 5.9935], [3.6057, 5.2140, -7.7356], [5.5986, 0.5722, 1.9900], [3.5285, -4.1164, 2.1407], [0.0127, 7.2780, -3.2744], [3.4511, 0.5349, -5.4075], [-4.1912, 0.9601, -2.0739], [0.8629, -3.6660, -1.2361], [3.0182, 4.4479, 2.3531], [4.5462, 3.6132, 4.0039], [-5.3700, 1.6462, -2.7406], [-1.0685, 0.6960, 6.7785], [-3.4213, -6.0579, -0.3145], [-10.2477, -2.8749, 3.8565], [-5.6839, 0.9790, -4.0735], [-6.6661, -3.6849, 3.1655], [2.3336, -3.2274, 2.6769], [-5.4352, -3.8859, -1.0529], [-1.2261, 2.3813, -4.8758], [4.0999, 2.7340, 3.5314], [-2.3215, 1.9672, 8.0926], [-5.2336, 2.7291, -2.8710], [-4.5772, -4.6731, 2.3350], [-3.4388, 0.2993, 1.4019], [-1.8962, 1.7924, -0.0737], [-0.7275, 1.8218, -4.0880], [-11.0680, -3.5825, 3.8921], [-1.6107, -6.4422, 2.3495], [-3.2974, 5.5515, -0.7979], [4.4080, -3.4866, 1.8773], [3.6621, -1.4486, -2.6011], [5.4120, -5.4419, -0.9395], [-2.2335, -0.1134, 3.3530], [3.2162, -4.7397, 1.2927], [6.4487, 1.2828, 0.0127], [0.9009, -3.6278, -0.1712], [0.3743, 7.9884, -4.0191], [1.6756, 4.7987, 0.1139], [-1.5614, -5.0047, 1.2778], [-0.5396, -6.5005, 1.0066], [4.5980, -5.6428, 3.1061], [1.5414, -1.6351, -4.6743], [2.7820, -2.3897, 3.2093], [-6.3064, 1.5507, -2.2003], [-6.0273, -4.7897, -0.9177], [-8.6615, -3.9568, 4.8585], [2.2601, -6.3652, 3.2563], [1.5712, 6.2168, 5.0152], [1.6628, 3.5727, -6.1375], [1.4812, -0.9771, -3.0789], [-2.5753, -3.6876, -6.2261], [4.8288, -1.3804, 2.6156], [5.4564, 2.3145, 0.8395], [0.2555, -1.1511, -0.4902], [-9.2136, -4.6074, 3.3524], [0.6629, 5.7076, -6.0094], [2.7036, -9.4170, -1.4667], [-0.5392, -1.9221, 1.7041], [-0.5739, 0.8060, 5.8395], [-4.0128, -4.5961, -2.4129], [-1.7374, 4.8810, -0.4180], [-0.0653, -3.3869, -1.7043], [-4.9221, 0.0033, 2.3105], [4.3378, -4.2393, 4.1514], [4.5824, 5.0014, -7.2897], [1.6587, -2.7425, 1.9703], [3.3711, 4.1340, 5.7789], [3.5497, -0.0557, -6.3114], [4.4003, 2.7268, 6.0451], [1.6078, -2.9512, -1.6224], [3.7446, -2.5161, -4.0741], [-10.3331, -2.2582, 2.9292], [1.3421, 0.6136, -5.3211], [0.9033, 6.3049, 0.6461], [-0.8216, -3.2452, -6.4045], [-3.2955, 1.4838, -2.3518], [-3.3065, -1.0656, -2.4167], [-1.7020, 2.8167, 6.6106], [0.3303, -5.6796, -1.2899], [-2.0473, 1.8516, -5.2747], [3.0056, 7.0071, -6.9218], [-1.4851, -2.6927, 0.3652], [6.5321, 0.6041, 2.5321], [0.5394, 5.3798, 6.1770], [-3.8170, -0.0972, 4.2368], [1.3588, -5.1592, -2.7309], [5.5124, 3.7399, 3.6002], [-5.5019, 1.6206, -4.9383], [-2.1656, -1.3605, 1.3322], [-1.3531, -0.5048, -0.9188], [5.0505, 3.1071, -2.4721], [-3.8280, -4.0028, 5.7266], [-3.2037, 4.9773, 0.9183], [0.8517, 6.0636, -7.7444], [-3.5059, -3.0634, -1.4763], [-4.2665, 1.0863, -0.9965], [-2.3446, 2.7802, 1.8749], [0.4691, 4.7536, 1.4317], [3.8690, 1.5077, -5.6942], [-10.3276, -2.1459, 4.6557], [5.9234, -1.4392, 1.0871], [0.4626, 3.5752, -7.5621], [3.5768, 1.3547, -0.4221], [-5.0053, -1.1332, -2.0257], [2.7163, -5.8558, 4.9013], [2.0981, 1.2110, -3.9157], [-2.5212, -3.9573, 6.9130], [1.6932, -9.1422, -0.0575], [-3.7466, -3.1661, 1.9119], [3.1953, 5.7528, -5.7552], [4.8321, 0.9581, 2.6660], [4.8398, -3.8040, -0.6505], [-2.1060, -3.6110, 5.2066], [-5.3265, 2.3963, 2.6061], [-2.0509, -2.0310, -5.7357], [4.4961, 4.8077, -2.0419], [4.7337, 0.4142, -1.2107], [0.9383, -9.3646, -1.6631], [-4.5221, 2.4121, 1.0326], [-5.8995, -3.3520, -1.8519], [-6.7381, 0.5875, -4.1475], [-0.3568, 0.2292, 7.4896], [5.1196, 4.4067, 5.8786], [-0.6649, 2.3921, 7.9077], [-3.2618, 3.8782, 2.9584], [-0.5886, 2.6646, -5.7127], [6.2221, 4.5183, -2.4972], [3.6170, 5.7664, -8.6402], [5.0437, -4.4344, -2.3605], [-0.7817, 6.6163, -3.6387], [-5.4609, -3.2602, -0.1604], [-0.2132, 6.6034, 5.2686], [-0.2253, 7.8682, -2.3993], [-3.9365, -3.6137, 3.5996]],
  "forces_ev_per_a": [[0.06, -0.09, 0.07], [0.36, 1.09, 0.41], [0.01, 0.55, -0.65], [-0.38, 0.68, -1.46], [2.13, -0.61, -0.30], [0.85, -1.14, 0.64], [-0.41, -0.03, 0.31], [-2.33, 3.17, 0.03], [-1.06, -0.74, -1.10], [0.80, -0.89, 0.71], [-1.09, 0.05, 0.15], [0.24, 0.08, 0.18], [-0.31, -0.23, 0.18], [0.62, -0.78, 0.14], [0.51, -0.39, -0.38], [0.42, 2.05, 0.99], [-0.25, 0.54, -0.11], [0.64, -0.70, 0.29], [-0.38, 0.11, 0.18], [-0.39, 0.73, 0.96], [0.15, -0.66, -0.17], [0.85, -0.32, -0.13], [-1.20, 0.59, 0.23], [-0.72, 1.82, -0.64], [0.37, -0.04, -0.85], [1.03, 0.68, -0.70], [-0.26, 0.08, -0.01], [-0.78, 0.42, 0.22], [-0.75, 0.20, 0.82], [-0.05, -0.59, -0.74], [-0.73, 1.64, -0.91], [-1.05, -0.16, -0.01], [1.12, 0.42, -0.03], [1.08, -0.57, 0.28], [0.07, -0.20, -0.45], [-0.13, 0.77, -0.15], [-0.41, -0.50, -0.42], [0.88, -0.20, -0.38], [1.03, 0.66, 0.58], [0.53, -0.04, -0.40], [-0.91, 0.03, -1.23], [0.67, -1.23, 0.20], [0.44, -1.08, 1.06], [1.03, 0.68, -0.83], [1.37, 0.26, 0.28], [0.72, 0.28, -0.10], [0.35, -0.43, -0.23], [-0.22, -0.79, -0.39], [-0.33, 0.64, -0.16], [-0.76, -0.25, 0.70], [-0.28, -0.27, 0.19], [0.51, -0.13, 0.62], [0.01, 0.92, -0.58], [-2.05, -1.36, -1.13], [-1.25, -0.23, -0.59], [-0.29, 1.07, 0.23], [-0.70, -0.51, -0.24], [-0.19, -0.30, 0.31], [-0.46, -3.58, -1.10], [2.97, 0.10, 0.95], [-0.95, 2.01, -0.08], [0.76, 0.69, -0.13], [0.57, 0.35, 0.20], [-1.52, -0.41, 0.28], [-1.38, -0.82, 0.16], [0.17, -1.25, 0.73], [-1.54, 1.09, 0.23], [0.83, 0.23, 0.14], [0.86, -0.30, 1.87], [0.36, -0.38, 0.08], [-0.11, 0.50, 1.10], [-0.89, 1.27, -0.01], [0.33, 1.36, -1.33], [0.69, -0.21, -0.33], [-0.70, 1.30, 0.26], [-0.89, -2.08, 2.16], [0.15, -0.89, 0.22], [0.85, 0.51, -0.81], [-0.30, 0.16, -0.04], [1.74, 0.75, -0.42], [0.31, -0.98, 0.28], [-1.40, -0.30, -0.45], [-0.91, -0.12, -0.48], [-1.03, 0.61, 1.00], [0.11, 0.43, 1.52], [0.18, 0.81, 0.65], [-1.20, 1.29, -0.19], [1.92, 0.14, 0.37], [0.61, 0.76, 0.89], [0.36, -0.10, 0.01], [1.83, -0.81, -1.06], [-0.53, -0.40, 0.58], [-0.65, 0.47, 1.10], [-0.34, 0.95, -0.51], [-0.38, 0.24, -0.30], [0.01, -1.05, 1.28], [0.00, 0.99, -1.05], [0.65, 1.18, 1.31], [-0.74, 0.23, 0.79], [0.24, 1.15, 0.71], [-1.07, 0.28, -2.02], [-1.33, 0.99, 0.05], [-0.39, -1.05, 0.16], [0.43, -0.24, 0.95], [-0.10, -1.20, -0.78], [-0.69, 1.32, 0.15], [0.08, 0.37, -0.43], [1.68, -0.05, -0.44], [-0.36, 0.02, 0.06], [1.25, -0.10, -1.52], [-0.91, -0.14, 0.23], [-1.90, -0.11, -0.72], [-1.05, 0.53, -0.48], [0.55, 0.41, 1.12], [2.25, 0.08, 0.56], [1.23, 0.78, -1.00], [-1.20, -1.04, -1.25], [-1.36, -2.09, 1.10], [1.32, 0.71, -1.01], [0.13, 0.01, 1.09], [1.08, 0.73, -0.73], [0.07, 0.01, 0.68], [0.37, -0.09, -0.78], [0.26, -0.37, 0.00], [-0.08, -1.00, -0.18], [-0.03, -0.16, -0.50], [-0.88, -1.14, -0.84], [-0.12, 0.22, -0.18], [-0.18, 0.05, 0.09], [-0.18, 0.28, 0.04], [-0.56, 0.00, -0.37], [-0.93, -0.28, -0.18], [0.15, -0.37, 0.77], [0.44, -1.01, 0.32], [-0.76, 0.00, -0.23], [0.24, 0.11, 0.24], [0.85, -0.74, -0.11], [-0.44, 0.26, 0.82], [-0.17, -0.21, -0.25], [-0.56, 0.21, 0.43], [0.22, -0.58, 0.05], [-1.06, 0.18, -0.66], [1.03, -1.26, -0.09], [0.23, -0.34, -0.18], [0.10, 0.04, 0.37], [0.13, -0.08, 0.69], [0.34, -0.15, 0.12], [0.31, -0.22, 0.63], [-0.06, 0.20, -0.01], [-0.04, 0.33, -0.01], [-0.70, 0.17, -0.63], [-0.04, 0.34, -0.04], [0.43, 0.32, 0.45], [0.67, -0.30, 0.29], [-0.73, 0.76, -0.21], [0.29, -0.04, -0.34], [0.77, -0.49, -0.64], [0.01, 0.28, 0.22], [0.50, 0.51, -0.27], [-0.32, -0.18, -0.51], [0.39, 0.05, -0.51], [0.68, 0.19, 0.12], [-0.55, -0.62, 0.81], [-0.69, 0.16, 0.29], [-0.30, -0.26, -0.32], [-0.35, -0.45, -0.63], [-0.01, -0.02, -0.60], [0.01, -0.38, -0.08], [0.60, -0.40, -0.41], [-0.44, -0.36, -0.21], [0.26, 0.26, -0.51], [0.00, -0.34, 0.23], [0.00, 1.49, 0.37], [0.04, -0.73, 0.44], [-0.59, -0.11, -0.46], [0.21, 0.25, 0.41], [-0.41, 0.39, -0.43], [0.64, -0.09, -0.39], [0.27, 0.21, -0.18], [-0.37, -0.28, -0.18], [-0.16, -0.49, -0.53], [-1.06, -0.76, -0.14], [-0.48, 0.63, 0.20], [-0.07, -0.60, -0.11], [0.44, 0.30, -0.15], [0.30, -0.48, 0.33], [0.28, 0.02, 0.20], [-0.14, -0.43, 0.03], [1.52, -0.16, 0.32], [0.11, -0.28, -0.02], [0.21, -0.25, -0.30], [0.27, -0.28, 0.44], [-0.13, 0.01, -0.16], [0.54, 0.67, 0.07], [0.57, -0.99, -0.97], [0.08, -0.27, 0.30], [-0.41, -0.99, -0.51], [-0.02, -0.43, 0.16], [0.01, 0.04, 0.49], [-0.32, -0.34, 0.22], [-0.50, -0.04, 0.47], [0.09, -0.14, 0.34], [0.49, -0.39, -0.13], [0.41, 0.16, 0.26], [0.19, -0.19, 0.54], [0.69, 1.09, -0.37], [-0.40, -0.18, 0.55], [0.22, 0.10, 0.23], [0.22, -0.31, -0.06], [-0.06, -0.30, 0.51], [-0.89, -0.15, 0.42], [-0.15, -0.17, 0.85], [-0.02, 0.07, -0.16], [-0.96, 0.21, -0.01], [-0.56, 0.13, 0.34], [0.74, -0.38, -0.32], [-0.22, 0.57, -0.61], [0.52, -0.64, 0.35], [0.34, -0.82, -0.35], [0.19, 0.11, 0.19], [-0.21, -0.33, -0.44], [-0.42, 0.56, -0.64], [0.97, 0.55, 0.12], [-0.66, -0.11, -0.33], [-0.09, -0.30, 0.41], [0.79, 0.31, 0.45], [-0.37, -0.13, -0.47], [0.22, -0.18, 0.30], [-0.43, -0.17, -0.12], [0.47, 0.35, -0.97], [-0.01, 0.11, 0.78], [0.12, 0.60, 0.09], [-0.37, -0.06, 0.16], [-0.29, 0.56, -0.70], [-0.06, -0.31, 0.33], [0.05, -0.25, 0.20]],
  "lowdin_charge": [1.542, 0.664, 0.656, 0.717, 0.689, 0.646, 0.754, 0.054, 0.639, 0.090, 0.146, 0.081, 0.038, -0.322, 0.036, -0.279, 0.060, 0.117, 0.093, -0.307, 0.078, -0.389, 0.039, 0.013, 0.067, 0.043, 0.048, 0.037, -0.263, -0.313, 0.024, -0.007, -0.357, -0.508, -0.008, 0.110, -0.322, 0.041, 0.082, 0.037, -0.170, 0.034, -0.525, -0.332, -0.370, -0.346, 0.002, -0.304, -0.326, 0.029, 0.072, 0.078, 0.074, 0.081, 0.161, 0.010, -0.330, -0.336, -0.005, -0.445, -0.392, -0.425, -0.440, -0.420, -0.435, -0.418, -0.205, -0.193, -0.215, 0.065, -0.044, -0.214, -0.274, -0.185, 0.074, -0.250, -0.534, -0.179, -0.244, -0.031, 0.089, -0.201, -0.197, -0.197, -0.177, -0.057, 0.042, -0.483, -0.707, -0.168, 0.004, -0.041, -0.167, -0.041, -0.452, -0.253, 0.055, -0.135, -0.220, 0.072, -0.210, -0.193, -0.019, -0.228, -0.164, -0.165, 0.057, -0.245, -0.199, -0.051, -0.626, -0.138, -0.212, -0.157, -0.598, -0.059, -0.204, -0.587, -0.233, -0.057, 0.071, 0.070, 0.106, 0.118, 0.088, 0.089, 0.140, 0.083, 0.069, 0.085, 0.094, 0.110, 0.057, 0.077, 0.119, 0.099, 0.108, 0.066, 0.106, 0.104, 0.073, 0.097, 0.102, 0.099, 0.048, 0.111, 0.091, 0.114, 0.115, 0.107, 0.108, 0.091, 0.123, 0.053, 0.093, 0.102, 0.113, 0.071, 0.092, 0.089, 0.089, 0.127, 0.097, 0.060, 0.115, 0.147, 0.110, 0.089, 0.075, 0.116, 0.084, 0.068, 0.129, 0.087, 0.100, 0.083, 0.101, 0.083, 0.076, 0.050, 0.111, 0.071, 0.112, 0.052, 0.119, 0.095, 0.115, 0.118, 0.107, 0.104, 0.057, 0.120, 0.071, 0.107, 0.092, 0.126, 0.102, 0.098, 0.088, 0.043, 0.078, 0.064, 0.096, 0.112, 0.104, 0.126, 0.100, 0.109, 0.104, 0.085, 0.100, 0.055, 0.086, 0.054, 0.103, 0.135, 0.069, 0.106, 0.056, 0.098, 0.093, 0.066, 0.118, 0.143, 0.070, 0.069, 0.121, 0.078, 0.105, 0.092, 0.121, 0.085, 0.074, 0.092, 0.082, 0.070]
}